(1)
The following is a quantum chemistry calculation of one molecule with the formula C3H9N3O, from the OMol25 dataset.

```
16
Properties=species:S:1:pos:R:3:nbo_charge:R:1
H 1.52838 -1.91322 1.30785 0.35
N 0.91889 -1.00229 1.55449 -0.74
C 0.33486 -0.37779 0.65879 0.38
N -0.68337 0.45505 1.18253 -0.36
O -1.45274 1.46311 0.65851 -0.57
C 0.50493 -0.63047 -0.79621 -0.11
C 1.38631 0.45652 -1.43383 -0.63
N -0.88041 -0.43474 -1.29597 -0.85
H -0.30828 0.66327 2.16803 0.39
H -1.37205 1.05557 -0.39175 0.49
H 0.91864 -1.70690 -0.90462 0.20
H 0.76684 1.39748 -1.57696 0.23
H 1.22603 0.10504 -2.47863 0.21
H 2.41472 0.47773 -0.96658 0.25
H -1.53046 -1.09704 -0.80890 0.40
H -0.86434 -0.50263 -2.27642 0.37
```

- energy (eV) = -9770.988
- E_HOMO (eV) = -7.79
- relative energy (zero: lowest compared OMol25 entry of this formula, charge and spin) (kcal/mol) = 104.9
- total charge = 0
- SMILES = [H]/N=C(/NO)[C@H](C)N
- orbital gap (eV) = 8.5

(2)
The following is a quantum chemistry calculation of an isolated ion of composition C3H9N3O and charge +1, from the OMol25 dataset.

```
16
Properties=species:S:1:pos:R:3:nbo_charge:R:1
O 1.12544 -3.01737 0.35110 -0.46
C 0.39279 -2.09067 -0.00792 0.65
N -0.75321 -2.31876 -0.87151 -0.83
C 0.53831 -0.65831 0.48115 -0.35
N -0.59387 0.29771 0.28102 -0.27
C -0.40352 1.61293 -0.27057 -0.11
N 0.51969 2.45360 0.37854 -0.70
H -0.81579 -3.32384 -1.15541 0.43
H -1.71268 -1.82416 -0.61362 0.42
H 0.76834 -0.74692 1.61349 0.28
H 1.43940 0.03868 0.06246 0.27
H -0.77706 0.55611 1.25452 0.40
H -0.30648 1.68109 -1.40329 0.22
H -1.38181 1.95376 -0.26725 0.26
H 0.48617 3.29847 -0.20625 0.41
H 1.47428 2.08769 0.37354 0.39
```

- spin multiplicity = 2
- energy (eV) = -9763.878
- E_HOMO (spin up / spin down) (eV) = -14.65 / -14.05
- relative energy (zero: lowest compared OMol25 entry of this formula, charge and spin) (kcal/mol) = 60.3
- total charge = +1
- orbital gap (spin up / spin down) (eV) = 11.3 / 4.6
- expectation value of S² = 0.7563

(3)
The following is a quantum chemistry calculation of C3H9N3O2 as an isolated structure, from the OMol25 dataset.

```
17
Properties=species:S:1:pos:R:3:nbo_charge:R:1
C -2.75129 -0.49504 0.19242 -0.43
C 0.74881 0.16018 -0.18656 0.61
C 3.10136 -0.29578 0.21015 -0.35
H -2.29272 -1.46097 0.73455 0.24
H -3.09150 0.62897 0.97780 0.18
H -3.80365 -0.66877 -0.39846 0.23
H -1.31130 0.25022 -1.53395 0.39
H -0.42316 -1.66381 -0.42307 0.38
H 2.94860 0.71134 1.02863 0.26
H 3.57977 -1.30222 0.98933 0.21
H 3.84693 -0.17490 -0.88800 0.25
H -1.08160 1.81235 0.59079 0.46
N -1.61759 0.14972 -0.46975 -0.52
N -0.50887 -0.58866 -0.05532 -0.52
N 1.00404 1.38737 -0.40089 -0.23
O 1.65775 -0.78450 -0.39580 -0.54
O -0.00558 2.33450 0.02811 -0.58
```

- energy (eV) = -11811.589
- E_HOMO (eV) = -8.37
- relative energy (zero: lowest compared OMol25 entry of this formula, charge and spin) (kcal/mol) = 287.6
- total charge = 0
- orbital gap (eV) = 8.8

(4)
The following is a quantum chemistry calculation of a 2-piece molecular cluster, C3H9N3O2 overall, from the OMol25 dataset.

```
17
Properties=species:S:1:pos:R:3:nbo_charge:R:1
C 0.50551 -0.94504 1.27100 -0.46
N 0.39006 -1.58199 -0.01444 -0.16
O 1.57356 -2.19276 -0.47449 -0.56
C -0.51234 -1.31897 -0.99226 0.74
N -1.59952 -0.57482 -0.62006 -0.85
O -0.33796 -1.73400 -2.12998 -0.69
H -0.22012 -1.36942 1.96952 0.19
H 0.36740 0.13804 1.19568 0.24
H 1.50628 -1.15834 1.63909 0.24
H 1.38225 -2.34336 -1.42492 0.50
H -1.82157 -0.47469 0.35462 0.40
H -2.37437 -0.60445 -1.26189 0.41
C 0.46534 3.11955 0.23010 -0.02
N -0.21119 2.07363 0.33345 -0.63
H 0.58589 3.72743 -0.67139 0.15
H 0.98345 3.47533 1.11334 0.16
H -0.68267 1.76387 -0.51734 0.35
```

- energy (eV) = -11820.481
- E_HOMO (eV) = -8.62
- relative energy (zero: lowest compared OMol25 entry of this formula, charge and spin) (kcal/mol) = 82.5
- total charge = 0
- SMILES = CN(O)C(N)=O.C=N
- orbital gap (eV) = 9.5

(5)
The following is a quantum chemistry calculation of a 2-piece molecular cluster, C3H9N3O3S overall, from the OMol25 dataset.

```
19
Properties=species:S:1:pos:R:3:nbo_charge:R:1
C -2.79331 -0.51706 -0.49336 -0.70
C -2.08764 0.54885 0.33603 0.66
O -2.52162 1.24124 1.23071 -0.52
N -0.79373 0.50355 -0.02534 -0.50
C 0.29579 0.97888 0.51327 -0.06
S 1.91630 0.61815 -0.23129 2.21
N 2.68886 2.13010 -0.34678 -1.03
O 1.72751 0.03374 -1.56756 -0.89
O 2.59055 -0.05382 0.81563 -0.92
H -2.14817 -1.49889 -0.45001 0.25
H -2.85680 -0.05093 -1.57099 0.24
H -3.77692 -0.65189 -0.18886 0.22
H 0.29612 1.33342 1.57533 0.22
H 3.52828 1.97281 0.19963 0.39
H 3.15166 2.19829 -1.22630 0.40
N 0.37608 -2.16737 0.17296 -1.10
H -0.01543 -1.54245 -0.38692 0.37
H 0.34478 -1.73833 1.12391 0.35
H 0.07769 -3.33829 0.51992 0.39
```

- energy (eV) = -24700.983
- E_HOMO (eV) = -9.55
- relative energy (zero: lowest compared OMol25 entry of this formula, charge and spin) (kcal/mol) = 90.2
- total charge = 0
- SMILES = CC(=O)/N=C/S(N)(=O)=O.N
- orbital gap (eV) = 8.3

(6)
The following is a quantum chemistry calculation of a 3-piece molecular cluster, C3H9N3O6 overall, from the OMol25 dataset.

```
21
Properties=species:S:1:pos:R:3:nbo_charge:R:1
C -1.28442 -1.26834 -1.09141 -0.48
N -2.69414 -1.37302 -1.48128 0.35
O -3.40935 -2.04221 -0.74268 -0.66
O -3.12615 -0.72087 -2.44171 -0.67
H -0.98687 -2.16075 -0.54081 0.17
H -1.01716 -0.34288 -0.58131 0.17
H -0.84602 -1.29863 -2.08890 0.20
C 0.42648 3.09185 -0.49443 -0.50
N 1.67587 2.68623 -1.13271 0.53
O 2.21705 3.31757 -2.02407 -0.41
O 2.22421 1.74586 -0.62410 -0.36
H 0.26152 4.16929 -0.49129 0.22
H 0.56740 2.79346 0.54442 0.24
H -0.42736 2.52119 -0.85968 0.26
C 0.55941 -2.13239 2.14607 -0.49
N 1.38137 -0.93726 1.81727 0.52
O 0.82345 0.07975 1.43694 -0.38
O 2.58922 -1.02603 2.05562 -0.42
H 1.18027 -2.82539 2.71385 0.22
H 0.20121 -2.47770 1.17625 0.25
H -0.31599 -1.79982 2.70390 0.23
```

- spin multiplicity = 2
- energy (eV) = -20003.258
- E_HOMO (spin up / spin down) (eV) = -0.22 / -4.18
- relative energy (zero: lowest compared OMol25 entry of this formula, charge and spin) (kcal/mol) = 9.8
- total charge = -1
- orbital gap (spin up / spin down) (eV) = 2.7 / 6.9
- expectation value of S² = 0.7536

(7)
The following is a quantum chemistry calculation of one molecule with the formula C3H9N3OS, from the OMol25 dataset.

```
17
Properties=species:S:1:pos:R:3:nbo_charge:R:1
N -0.37688 1.80989 -1.43752 -0.86
C -0.21046 1.74262 -0.00231 -0.21
C -0.85876 0.44335 0.51077 -0.47
C -0.10313 -0.77713 0.07866 0.37
N -0.57121 -1.46344 -0.89498 -0.23
O 0.21772 -2.50430 -1.31469 -0.59
N 1.08201 -1.16425 0.72397 -0.80
S 1.57397 -0.49122 2.20767 0.20
H 0.27352 2.46040 -1.96493 0.37
H -0.26957 0.83509 -1.86454 0.37
H -0.81508 2.53063 0.47145 0.18
H 0.81818 1.89021 0.36950 0.18
H -1.03436 0.53707 1.58796 0.23
H -1.80700 0.27340 -0.00588 0.25
H -0.41775 -2.96565 -1.89131 0.49
H 1.58991 -1.97407 0.29811 0.43
H 0.90892 -1.18260 3.12804 0.09
```

- energy (eV) = -20607.896
- E_HOMO (eV) = -8.79
- relative energy (zero: lowest compared OMol25 entry of this formula, charge and spin) (kcal/mol) = 51.3
- total charge = 0
- SMILES = NCC/C(=N/O)NS
- orbital gap (eV) = 9.5

(8)
The following is a quantum chemistry calculation of a 2-piece molecular cluster, C3H9N3OS overall, from the OMol25 dataset.

```
17
Properties=species:S:1:pos:R:3:nbo_charge:R:1
C 0.91650 -0.27663 1.53761 -0.45
C 1.95409 0.65496 -0.38539 -0.41
C -1.60508 0.09548 -0.32579 0.28
H 2.10699 -0.47796 1.74938 0.21
H 0.41818 -1.35564 2.11690 0.24
H 0.64335 0.82461 2.09477 0.19
H 2.67116 -0.16781 -0.39424 0.21
H 1.75767 1.08165 -1.28534 0.21
H 2.41171 1.35795 0.31181 0.19
H -0.60471 1.79125 0.53227 0.42
H -0.43570 -1.11177 -1.38601 0.40
H -3.32921 -1.44967 -1.32909 0.50
N 0.66567 -0.06087 0.12187 -0.31
N -0.54823 0.68886 0.07874 -0.46
N -1.51470 -0.98937 -1.10106 -0.38
O -2.39761 -1.44754 -2.27025 -0.52
S -3.11008 0.84251 -0.06618 -0.32
```

- energy (eV) = -20602.474
- E_HOMO (eV) = -8.28
- relative energy (zero: lowest compared OMol25 entry of this formula, charge and spin) (kcal/mol) = 176.4
- total charge = 0
- orbital gap (eV) = 8.7

(9)
The following is a quantum chemistry calculation of a 2-piece molecular cluster, C3H9N3P overall, from the OMol25 dataset.

```
16
Properties=species:S:1:pos:R:3:nbo_charge:R:1
C 0.10944 -1.39162 -0.10505 0.19
C 0.99116 0.76372 -0.10207 0.05
C 1.83555 1.10272 1.04923 -0.69
N 1.15868 -0.70817 -0.44955 -0.43
N -0.93314 -0.66684 0.40247 -0.38
N -0.48809 0.70526 0.22863 -0.44
P -2.81025 -0.84603 -1.25469 0.51
H -0.06227 -2.51320 -0.20974 0.25
H 1.21692 1.16492 -1.16458 0.27
H 1.58866 0.71009 2.07964 0.25
H 2.12289 2.16988 1.20980 0.26
H 2.68918 0.50006 0.71240 0.28
H -0.67199 1.19669 1.19091 0.45
H -1.13849 1.28869 -0.44824 0.45
H -3.61856 -1.98024 -0.94666 0.01
H -1.98969 -1.49592 -2.19250 -0.02
```

- energy (eV) = -17004.632
- E_HOMO (spin up / spin down) (eV) = -13.47 / -13.48
- relative energy (zero: lowest compared OMol25 entry of this formula, charge and spin) (kcal/mol) = 98.7
- total charge = +1
- orbital gap (spin up / spin down) (eV) = 7.3 / 7.3

(10)
The following is a quantum chemistry calculation of one molecule with the formula C3H9N3S, from the OMol25 dataset.

```
16
Properties=species:S:1:pos:R:3:nbo_charge:R:1
H 0.08796 1.61737 -1.06840 0.36
N -0.82988 1.37109 -0.73545 -0.75
C -0.67408 0.12029 -0.32027 0.28
N -1.72978 -0.65092 0.19242 -0.48
N -2.79607 0.24350 0.69556 -0.69
S 0.72375 -1.01939 -0.52469 0.16
C 1.91983 -0.35965 0.73213 -0.51
C 2.30330 1.11575 0.28591 -0.66
H -1.52589 -1.52970 0.75265 0.41
H -2.27307 1.23228 0.38775 0.40
H -3.68659 0.13219 0.03549 0.35
H 1.65149 -0.41528 1.84615 0.23
H 2.78508 -0.85237 0.50073 0.21
H 1.70066 2.00275 0.86074 0.25
H 3.52260 1.14786 0.70592 0.21
H 2.35360 0.97117 -0.88029 0.23
```

- energy (eV) = -18559.183
- E_HOMO (eV) = -8.90
- relative energy (zero: lowest compared OMol25 entry of this formula, charge and spin) (kcal/mol) = 80.6
- total charge = 0
- SMILES = [H]/N=C(/NN)SCC
- orbital gap (eV) = 9.6

(11)
The following is a quantum chemistry calculation of an isolated ion of composition C3H9N4 and charge +1, from the OMol25 dataset.

```
16
Properties=species:S:1:pos:R:3:nbo_charge:R:1
N -0.37346 -0.88417 2.04148 -0.61
N -0.37045 -0.39424 0.74205 -0.09
C 0.17188 -1.34124 -0.18918 -0.16
N 0.06451 -0.93742 -1.56475 -0.33
C -0.00217 0.28227 -1.90393 0.07
C -0.29713 1.45382 -1.00481 -0.28
N 0.44303 1.02678 0.34462 -0.49
H 0.47015 -1.33904 2.36217 0.37
H -0.92237 -0.50554 2.83714 0.42
H -0.52834 -2.21964 0.06452 0.27
H 1.25884 -1.68096 -0.13044 0.21
H -0.32129 0.37041 -2.88223 0.22
H 0.24467 2.37228 -1.32982 0.26
H -1.36562 1.32958 -0.75788 0.28
H 1.37903 0.80808 0.17757 0.41
H 0.14874 1.65902 1.19347 0.45
```

- energy (eV) = -9206.616
- E_HOMO (eV) = -14.14
- relative energy (zero: lowest compared OMol25 entry of this formula, charge and spin) (kcal/mol) = 115.4
- total charge = +1
- SMILES = NN1CN=CC[NH2+]1
- orbital gap (eV) = 10.5

(12)
The following is a quantum chemistry calculation of an isolated ion of composition C3H9N4 and charge +1, from the OMol25 dataset.

```
16
Properties=species:S:1:pos:R:3:nbo_charge:R:1
C 0.65352 -0.70054 0.38918 -0.23
C -0.66116 -1.33756 -0.21582 -0.29
C 0.03164 1.56712 0.29205 -0.11
N -2.20312 0.28118 -0.19356 -0.12
N 0.89239 0.69310 -0.04163 -0.23
N 2.02578 0.94675 -0.88452 -0.67
N -1.80291 -0.73132 0.28870 -0.13
H 0.48544 -0.78267 1.53642 0.24
H 1.56578 -1.28066 0.19685 0.26
H -0.62051 -1.10187 -1.37681 0.27
H -0.84479 -2.45018 -0.13044 0.26
H 0.26292 2.65361 0.07246 0.17
H -2.84739 0.88822 0.36570 0.40
H 2.30127 2.02543 -0.77405 0.40
H 2.91058 0.38039 -0.71533 0.39
H -2.14942 -1.05099 1.19077 0.40
```

- energy (eV) = -9204.625
- E_HOMO (spin up / spin down) (eV) = -12.58 / -12.58
- relative energy (zero: lowest compared OMol25 entry of this formula, charge and spin) (kcal/mol) = 161.3
- total charge = +1
- orbital gap (spin up / spin down) (eV) = 7.3 / 7.3

(13)
The following is a quantum chemistry calculation of a 2-piece molecular cluster, C3H9N4 overall, from the OMol25 dataset.

```
16
Properties=species:S:1:pos:R:3:nbo_charge:R:1
C -0.87380 -0.01875 0.88156 0.39
C -0.69859 1.34926 -1.11800 -0.42
C 2.48848 0.18560 -0.81485 0.01
N -0.39646 -0.94586 1.59978 -0.72
N 1.83288 -1.72884 0.37461 -0.58
N 2.37892 -0.76182 -0.12677 0.00
N -0.46735 0.14706 -0.36492 -0.55
H -1.73333 0.57964 1.21222 0.23
H -1.16836 1.16851 -2.01968 0.22
H -1.46584 2.04768 -0.70221 0.24
H 0.40253 1.75650 -1.35951 0.21
H 2.86479 1.23907 -0.74628 0.27
H -0.64773 -0.93704 2.59511 0.43
H 2.16049 -2.69838 0.19155 0.41
H 0.27241 -0.37619 -0.85694 0.43
H 0.49451 -1.48398 1.27196 0.44
```

- energy (eV) = -9207.368
- E_HOMO (eV) = -13.76
- relative energy (zero: lowest compared OMol25 entry of this formula, charge and spin) (kcal/mol) = 98.1
- total charge = +1
- orbital gap (eV) = 10.3

(14)
The following is a quantum chemistry calculation of a 3-piece molecular cluster, C3H9N4 overall, from the OMol25 dataset.

```
16
Properties=species:S:1:pos:R:3:nbo_charge:R:1
C 2.55726 0.41780 0.23540 -0.10
C 2.96090 -2.25823 -1.80096 0.14
C -0.94819 0.66840 -0.33133 -0.55
N 1.36236 0.57703 0.07484 0.10
N 2.28791 -1.34162 -1.60480 -0.41
N -3.36976 0.50505 1.39070 -1.08
N 0.24817 0.74733 0.36658 0.09
H 3.52977 0.99164 0.03243 0.29
H 2.94974 -0.58063 0.50881 0.26
H 3.64280 -3.15185 -1.88407 0.27
H -3.77529 1.38374 1.83501 0.39
H -1.85974 0.52964 0.39460 0.33
H -1.09378 1.64684 -0.69876 0.27
H -0.84454 -0.18659 -1.12070 0.23
H -3.58014 -0.31806 1.97084 0.38
H -4.06749 0.36949 0.63140 0.37
```

- energy (eV) = -9205.943
- E_HOMO (eV) = -13.64
- relative energy (zero: lowest compared OMol25 entry of this formula, charge and spin) (kcal/mol) = 131.0
- total charge = +1
- orbital gap (eV) = 9.0

(15)
The following is a quantum chemistry calculation of an isolated ion of composition C3H9N4O and charge +1, from the OMol25 dataset.

```
17
Properties=species:S:1:pos:R:3:nbo_charge:R:1
H 0.16969 0.87654 2.93346 0.41
N -0.49471 1.04072 2.19063 -0.55
C -0.32398 0.73936 1.03220 0.45
C -1.17105 0.83651 -0.19159 -0.02
O -2.02159 -0.28422 -0.26279 -0.71
C -0.18211 0.72382 -1.35802 -0.24
N 0.69720 -0.39671 -0.95705 -0.38
N 1.15073 -0.12752 0.40556 -0.18
N 1.46117 -1.29941 1.03685 -0.67
H -1.71971 1.78495 -0.21440 0.24
H -2.78729 -0.17451 0.31424 0.51
H -0.69532 0.50491 -2.29324 0.26
H 0.41483 1.63244 -1.43997 0.25
H 0.16725 -1.29148 -1.00095 0.43
H 1.52248 -0.48563 -1.57243 0.44
H 0.70525 -1.76603 1.53214 0.37
H 2.28839 -1.19995 1.60856 0.40
```

- energy (eV) = -11255.381
- E_HOMO (eV) = -13.68
- relative energy (zero: lowest compared OMol25 entry of this formula, charge and spin) (kcal/mol) = 75.5
- total charge = +1
- SMILES = [H]/N=C1/[C@H](O)C[NH2+]N1N
- orbital gap (eV) = 10.6